Record 1
8 unconnected molecules or ions with the total composition C38H48NO20 at a distorted geometry. Source: OMol25; level of theory: ωB97M-V/def2-TZVPD.

Cartesian coordinates (Å):
C 0.2859 2.3620 2.4188
N 0.8175 2.1586 1.0782
C -0.0622 1.2378 0.3559
C 0.8058 3.4514 0.3914
C 2.2761 1.6417 1.1745
C 3.0269 1.4773 -0.2014
O 4.3243 0.8762 -0.0477
H -0.8324 2.6087 2.7657
H 0.9285 3.0911 2.9417
H 0.4797 1.4174 2.6373
H 0.0743 0.3370 0.6595
H 0.3014 1.0810 -0.6713
H -1.0256 1.6963 0.3284
H -0.1881 3.9534 0.5419
H 1.0269 3.3746 -0.6488
H 1.5265 4.1892 1.0073
H 2.3789 0.5917 1.9013
H 2.7855 2.2962 1.8554
H 3.2445 2.4635 -0.6484
H 2.4210 0.7945 -0.7931
H 4.3841 0.3458 -0.7620
C 3.7865 1.7336 -4.3582
C 3.9891 0.7266 -5.4796
C 2.8751 -0.1687 -5.9006
O 3.1595 -1.0500 -6.6936
C 1.5326 0.0020 -5.2299
C 1.3517 1.0639 -4.1007
C 2.4641 1.9946 -3.7569
O 2.2786 2.9763 -3.0065
O 0.3967 0.8377 -3.1568
O 5.2425 0.5297 -6.0537
H 4.7315 2.4172 -4.0797
H 0.7283 -0.7319 -5.5270
H -0.2107 0.2692 -3.3960
H 5.2123 0.0525 -6.9390
C -3.9096 3.3160 -0.6646
C -5.2589 2.8626 -1.0682
C -6.4459 2.8617 -0.1986
O -7.5694 2.6980 -0.6561
C -6.1316 3.0506 1.1701
C -4.8136 3.6053 1.6813
C -3.6707 3.6534 0.7856
O -2.5172 4.0110 1.2567
O -4.5365 3.7047 3.0067
O -5.5804 2.4504 -2.4372
H -3.0996 3.3031 -1.2754
H -6.9598 2.7259 1.8770
H -5.2486 4.0806 3.2627
H -6.4840 2.6810 -2.6347
C -4.1524 0.1910 2.8459
C -5.6390 -0.0551 2.3546
C -5.9178 -0.5318 0.9317
O -7.1012 -0.4022 0.5363
C -4.7386 -0.9237 0.1884
C -3.2975 -0.8620 0.6767
C -2.9957 -0.2633 2.0463
O -1.8704 -0.0828 2.5007
O -2.0465 -1.1338 -0.0204
O -6.7209 0.3997 3.0643
H -3.8802 0.7102 3.8158
H -4.8282 -1.2782 -0.7312
H -2.3980 -1.7474 -0.6804
H -7.7807 0.1717 2.6857
C 0.6756 -2.9914 -3.1805
C 0.8607 -2.9100 -1.6760
C 0.7840 -4.2199 -0.9195
O 0.9176 -4.2657 0.2663
C 0.3672 -5.4520 -1.6362
C 0.2073 -5.4157 -3.0975
C 0.4065 -4.1894 -3.9093
O 0.1667 -4.1650 -5.1594
O 0.0194 -6.4896 -3.8924
O 1.2053 -1.7712 -0.9913
H 0.8142 -2.1672 -3.5453
H 0.3557 -6.4078 -1.2898
H -0.0524 -7.4585 -3.3516
H 1.4143 -2.2598 -0.0959
C 4.0597 -1.9719 3.3825
C 2.6045 -2.0653 2.6225
O 2.5681 -1.7737 1.4594
C 1.3512 -2.3557 3.3759
H 4.6825 -1.9232 2.3820
H 4.1141 -2.9650 3.7519
H 4.0296 -1.2265 4.1620
H 0.5044 -2.2605 2.6419
H 1.1110 -1.4816 4.2380
H 1.1441 -3.2137 4.1017
C 4.7435 -2.8917 -1.6250
C 4.7019 -1.7815 -2.7064
O 4.4635 -0.6062 -2.4619
C 4.8360 -2.1769 -4.1340
H 5.5762 -2.9343 -1.2670
H 4.1310 -3.6791 -2.0209
H 4.2264 -2.4990 -0.8253
H 5.3110 -3.1122 -4.0600
H 5.4816 -1.3647 -4.4320
H 3.7457 -2.5240 -4.6139
C -0.5808 0.2090 5.8230
C -0.7789 1.7769 5.8507
O 0.1386 2.5449 6.0166
C -2.0727 2.4027 5.2930
H -1.1908 -0.5356 6.2415
H 0.5231 -0.0824 6.0292
H -0.8474 -0.1404 4.8836
H -3.0219 1.9308 5.8004
H -2.1619 2.0140 4.2252
H -2.4596 3.5551 5.4175

## Properties
multiplicity = 1
net charge = +1

Record 2
10 unconnected molecules or ions with the total composition C38H49F27O22S at a distorted geometry. Source: OMol25; level of theory: ωB97M-V/def2-TZVPD.

Cartesian coordinates (Å):
C -3.6478 4.6465 1.5206
C -3.7869 5.5686 2.7650
O -4.8422 5.1701 3.6536
C -6.0586 5.6204 3.3851
O -6.3743 6.4483 2.5756
C -7.0821 4.9206 4.3057
F -6.5297 4.0690 5.1628
F -7.7516 5.8552 4.9707
F -8.0177 4.2699 3.5701
H -4.6530 4.5937 1.0990
H -3.3564 3.6532 1.8591
H -2.9481 5.0185 0.7763
H -3.9504 6.6202 2.5371
H -2.8784 5.4426 3.3513
C 0.8304 -4.3349 0.4092
C 0.7818 -4.4558 1.9292
O 1.3683 -5.6992 2.3177
C 2.6988 -5.7586 2.5599
O 3.3396 -4.8552 3.0167
C 3.3160 -7.1699 2.3821
F 4.2289 -7.0294 1.3990
F 4.0198 -7.5802 3.4413
F 2.3810 -8.0185 2.0302
H 0.1132 -3.6021 0.0442
H 0.9548 -5.2854 -0.1056
H 1.8001 -3.8610 0.2163
H -0.2276 -4.3454 2.3251
H 1.3258 -3.6594 2.4372
C -3.4154 0.0878 -5.0403
C -3.6437 1.3046 -5.9253
O -3.5700 2.4968 -5.1621
C -3.1194 3.6297 -5.7122
O -2.8340 3.6706 -6.8892
C -3.0032 4.7321 -4.6804
F -3.5806 5.8119 -5.2447
F -3.6524 4.4730 -3.5519
F -1.7206 5.0180 -4.5052
H -3.5546 -0.8568 -5.5626
H -4.0772 0.0987 -4.1732
H -2.3874 0.1476 -4.6876
H -4.6506 1.2630 -6.3443
H -2.9358 1.1952 -6.7461
C 1.9911 3.8807 0.0499
C 2.2764 3.2821 -1.3317
O 2.6241 1.8969 -1.1979
C 3.7705 1.5352 -0.6029
O 4.5461 2.2117 -0.0013
C 3.9118 -0.0148 -0.5317
F 5.1789 -0.3837 -0.7396
F 3.5979 -0.4599 0.6832
F 3.0730 -0.5389 -1.4288
H 1.3766 3.2507 0.6794
H 1.4816 4.8279 -0.1616
H 2.8868 4.3327 0.4737
H 3.1038 3.7794 -1.8408
H 1.4072 3.4205 -1.9716
C 3.4243 -4.5737 -6.0925
C 2.0362 -4.9455 -6.5502
O 0.8689 -4.5855 -5.7582
C 0.7496 -3.3340 -5.3209
O 1.3359 -2.3905 -5.7964
C -0.1855 -3.0955 -4.1538
F -1.0189 -4.1365 -4.0994
F 0.4676 -2.8736 -2.9930
F -0.9684 -2.0312 -4.3327
H 3.5687 -3.5131 -5.9073
H 4.1293 -4.9051 -6.8566
H 3.7188 -5.1884 -5.2390
H 1.8436 -5.9977 -6.7431
H 1.8750 -4.4321 -7.5018
C 7.3047 -2.4925 3.5206
C 6.5023 -1.5019 2.7084
O 5.1212 -1.7184 2.9430
C 4.5207 -1.0591 3.9226
O 5.1229 -0.3876 4.7300
C 3.0032 -1.2465 3.9468
F 2.6788 -2.1997 4.8394
F 2.4413 -0.1257 4.3635
F 2.5886 -1.6366 2.7464
H 8.3803 -2.5259 3.3323
H 7.0289 -3.5325 3.3286
H 7.2270 -2.3452 4.5977
H 6.5379 -1.6145 1.6263
H 6.8145 -0.5218 3.0719
C 8.4488 5.2652 2.1472
C 6.8824 5.5257 2.1398
O 6.2503 4.3139 2.4059
C 4.9633 4.3471 2.7598
O 4.1760 5.2173 2.5203
C 4.6024 2.9314 3.3368
F 5.5323 2.0607 2.9888
F 4.5354 2.9970 4.6954
F 3.4323 2.4413 2.9472
H 8.8107 5.3316 3.1701
H 9.0190 5.8676 1.4431
H 8.5663 4.2448 1.7758
H 6.6104 5.9128 1.1579
H 6.8793 6.3422 2.8622
C -3.9171 -0.3223 0.9513
C -5.3787 0.1110 0.8544
O -5.8981 0.2235 2.2021
C -7.1664 -0.0873 2.4481
O -7.9133 -0.4623 1.5811
C -7.5278 0.0681 3.9495
F -7.7765 -1.1279 4.4329
F -6.5192 0.6398 4.6388
F -8.5906 0.8584 4.1261
H -3.4874 0.4846 1.5493
H -3.4370 -0.3010 -0.0278
H -3.6539 -1.2895 1.3748
H -5.9205 -0.6185 0.2561
H -5.3971 1.1012 0.4037
C -1.2635 0.4178 -2.3240
C -0.3634 -0.1639 -1.2673
O -0.3922 0.7063 -0.1371
C -0.1886 0.2998 1.1046
O -0.0490 -0.8591 1.4116
C -0.3338 1.4074 2.1530
F -0.5767 2.5733 1.5873
F -1.3425 1.0036 2.9290
F 0.7869 1.4591 2.8709
H -2.2513 -0.0330 -2.4243
H -0.7482 0.2788 -3.2759
H -1.4741 1.4855 -2.2510
H 0.6645 -0.1465 -1.6374
H -0.5196 -1.2234 -1.0745
C -4.0849 -5.4535 -2.4940
C -4.7031 -5.3963 -1.0853
O -4.2301 -4.1559 -0.4956
S -3.5415 -3.1642 -1.6019
O -2.4084 -2.5562 -0.9381
O -4.5607 -2.3493 -2.1810
O -3.1903 -4.3759 -2.5886
H -4.9483 -5.3504 -3.1514
H -3.5100 -6.3590 -2.6694
H -4.3670 -6.2297 -0.4747
H -5.7814 -5.3162 -1.1956

## Properties
multiplicity = 1
SMILES string = CCOC(=O)C(F)(F)F.CCOC(=O)C(F)(F)F.CCOC(=O)C(F)(F)F.CCOC(=O)C(F)(F)F.CCOC(=O)C(F)(F)F.CCOC(=O)C(F)(F)F.CCOC(=O)C(F)(F)F.CCOC(=O)C(F)(F)F.CCOC(=O)C(F)(F)F.O=S1(=O)OCCO1
net charge = 0

Ordered frontier orbital gap results: 6.0; 10.8; unit eV.
Ordered E results: -3035.354478; -6227.259641; unit a.u..
Ordered ΔE to the lowest compared entry with this formula, charge and spin results: 113.1; 338.7; unit kJ/mol.